Record 1
{"formula": "C16H15N3O3S", "method": "ωB97M-V/def2-TZVPD", "species": ["C", "O", "C", "C", "C", "C", "C", "C", "N", "C", "O", "C", "C", "C", "N", "C", "C", "C", "C", "C", "S", "N", "O", "H", "H", "H", "H", "H", "H", "H", "H", "H", "H", "H", "H", "H", "H", "H"], "coordinates": [[-2.2192, -3.4052, 3.4666], [-1.9962, -2.2945, 2.6329], [-1.2958, -1.2261, 3.1459], [-0.7867, -1.1549, 4.4303], [-0.0931, -0.0250, 4.8409], [0.0951, 1.0320, 3.9735], [-0.4102, 0.9745, 2.6847], [-1.1067, -0.1457, 2.2621], [-1.6506, -0.2869, 0.9813], [-1.6290, 0.5832, -0.0596], [-1.1402, 1.6897, -0.0369], [-2.2767, 0.0025, -1.3160], [-1.3489, -1.0510, -1.9446], [-0.0149, -0.4468, -2.1750], [0.3567, 0.2948, -3.1673], [1.6488, 0.6163, -2.8470], [2.4715, 1.4393, -3.6760], [3.7664, 1.8293, -3.4551], [4.2667, 2.6399, -4.4883], [3.3510, 2.8529, -5.4738], [1.8566, 2.0718, -5.1639], [2.0366, 0.0796, -1.7151], [0.9558, -0.6158, -1.2692], [-2.7817, -4.1175, 2.8645], [-1.2778, -3.8640, 3.7838], [-2.8082, -3.1328, 4.3478], [-0.9217, -1.9708, 5.1225], [0.2977, 0.0161, 5.8462], [0.6363, 1.9085, 4.2939], [-0.2691, 1.7924, 1.9988], [-2.1046, -1.1808, 0.8496], [-3.2415, -0.4482, -1.0796], [-2.4230, 0.8186, -2.0241], [-1.2308, -1.9096, -1.2814], [-1.7577, -1.3774, -2.9012], [4.3149, 1.5353, -2.5796], [5.2615, 3.0475, -4.5012], [3.4686, 3.4288, -6.3705]], "atomic_forces_ev_per_a": [[-0.07, -0.25, 0.13], [0.21, 0.55, -0.15], [0.01, 0.07, -0.05], [-0.14, -0.21, -0.10], [0.07, 0.13, 0.02], [0.01, -0.11, 0.17], [-0.01, 0.05, -0.11], [0.06, -0.04, 0.19], [-0.15, -0.54, 0.27], [-0.48, -0.11, -0.37], [0.15, 0.21, 0.01], [0.13, 0.10, 0.02], [-0.03, 0.06, 0.15], [0.39, 0.10, -0.45], [-0.44, -0.11, -0.08], [-0.50, -0.83, 1.03], [0.54, 0.55, -0.57], [-0.50, -0.24, 0.06], [0.03, 0.16, -0.26], [-0.28, -0.14, 0.05], [0.46, -0.01, 0.33], [0.98, 0.65, -0.40], [-0.82, -0.33, 0.01], [0.04, 0.02, 0.09], [-0.04, 0.04, -0.01], [0.04, 0.00, -0.03], [-0.04, -0.10, 0.02], [0.03, 0.00, 0.08], [0.05, 0.08, 0.02], [-0.01, 0.01, -0.04], [0.01, 0.18, -0.12], [-0.03, 0.01, -0.01], [-0.01, -0.03, 0.12], [-0.05, -0.03, -0.09], [0.08, -0.05, 0.07], [0.11, -0.06, 0.18], [0.15, 0.08, -0.03], [0.05, 0.13, -0.17]], "nbo_charge": [-0.247, -0.522, 0.257, -0.286, -0.213, -0.220, -0.234, 0.168, -0.626, 0.677, -0.596, -0.480, -0.456, 0.531, -0.493, 0.286, -0.280, -0.194, -0.262, -0.405, 0.491, -0.142, -0.273, 0.199, 0.180, 0.180, 0.218, 0.213, 0.216, 0.256, 0.413, 0.221, 0.246, 0.228, 0.248, 0.236, 0.226, 0.236], "homo_lumo_gap_ha": 0.3239, "e_above_lowest_ev": 0.823, "smiles": "COc1ccccc1NC(=O)CCc1nc(-c2cccs2)no1", "total_charge": 0, "fmax_ha_per_bohr": 0.0274, "e_homo_ev": -8.28}

***

Record 2
{"formula": "C6H4Cl2N2O3PmTm", "method": "ωB97M-V/def2-TZVPD", "species": ["Pm", "Tm", "Cl", "Cl", "C", "C", "C", "O", "O", "O", "N", "C", "C", "C", "N", "H", "H", "H", "H"], "coordinates": [[-0.9973, -0.9678, -3.9916], [0.6775, 1.1316, 0.2561], [0.0428, -2.8585, -2.7267], [-1.0514, 2.6334, -0.4929], [2.3519, 2.6479, 1.1923], [0.7660, -1.3122, -5.4956], [0.4523, 0.9470, -4.1605], [3.1829, 3.3241, 1.6350], [1.8011, -1.3392, -6.0311], [1.2649, 1.7761, -4.2577], [-0.2420, -1.4792, 2.0852], [-1.0572, -1.5396, 3.1384], [-1.5685, -0.2605, 3.3436], [-1.0333, 0.5595, 2.3622], [-0.2179, -0.2143, 1.5661], [0.2877, -2.2273, 1.6515], [-1.2156, -2.4635, 3.6896], [-2.2411, 0.0417, 4.1207], [-1.2029, 1.6008, 2.1153]], "atomic_forces_ev_per_a": [[-3.34, -3.13, 1.53], [-0.20, 1.17, -0.39], [-0.54, 1.72, -0.77], [0.75, -0.80, -0.21], [4.96, 4.04, 2.76], [7.78, -0.61, -4.58], [5.81, 6.43, -0.62], [-4.35, -3.45, -2.29], [-5.80, 0.00, 2.82], [-4.46, -4.42, 0.49], [-0.28, 0.55, -0.17], [0.20, 0.13, -0.06], [-0.11, 0.73, 0.05], [-0.08, -1.66, 0.37], [0.10, -1.07, 0.45], [-0.06, 0.05, 0.22], [0.01, 0.17, -0.10], [-0.21, 0.02, 0.22], [-0.20, 0.12, 0.28]], "nbo_charge": [2.067, 2.047, -0.410, -0.504, 0.375, 0.363, 0.353, -0.194, -0.176, -0.198, -0.293, 0.124, -0.248, -0.015, -0.629, 0.455, 0.306, 0.311, 0.265], "homo_lumo_gap_ha": [0.2142, 0.2190], "spin_multiplicity": 7, "total_charge": 4, "fmax_ha_per_bohr": 0.1759, "e_homo_ev": [-22.68, -22.68]}

***

Record 3
{"formula": "C4H7NO2", "method": "ωB97M-V/def2-TZVPD", "species": ["O", "N", "C", "C", "C", "C", "O", "H", "H", "H", "H", "H", "H", "H"], "coordinates": [[1.8143, 1.6992, -0.1441], [1.7702, 0.3448, -0.5230], [0.5874, -0.0774, -0.3648], [-0.0490, -1.4398, -0.4855], [-1.3720, -0.7885, 0.0169], [-0.6573, 0.5725, 0.1966], [-0.5016, 0.9553, 1.5435], [2.7413, 1.9321, -0.2771], [0.3845, -2.1700, 0.2044], [-0.0702, -1.8739, -1.4883], [-1.7740, -1.1910, 0.9478], [-2.1612, -0.7635, -0.7381], [-1.0626, 1.3902, -0.4159], [0.2934, 1.5098, 1.5640]], "atomic_forces_ev_per_a": [[0.27, 0.23, 0.00], [-0.48, -0.36, 0.02], [0.44, 0.07, -0.07], [0.09, -0.15, -0.07], [-0.20, -0.04, 0.03], [-0.08, 0.02, -0.25], [0.13, 0.16, 0.07], [-0.15, -0.02, 0.01], [-0.05, 0.09, -0.11], [0.00, 0.09, 0.12], [0.09, 0.05, -0.09], [0.09, 0.00, 0.13], [0.06, -0.11, 0.10], [-0.21, -0.04, 0.12]], "nbo_charge": [-0.600, -0.123, 0.205, -0.447, -0.409, 0.038, -0.707, 0.483, 0.231, 0.227, 0.226, 0.212, 0.179, 0.486], "homo_lumo_gap_ha": 0.3953, "e_above_lowest_ev": 3.276, "smiles": "O/N=C1/CC[C@H]1O", "total_charge": 0, "fmax_ha_per_bohr": 0.0117, "e_homo_ev": -9.92}